Molecular formula: C6H8FN2
Method: DFT, ωB97M-V/def2-TZVPD

Geometry (Å):
C  -0.32935  0.19795  1.31592
C  -1.13582  0.68027  0.30664
C  0.88978  -0.47621  1.05946
C  -0.75401  0.25540  -1.07903
C  1.87488  -0.88548  2.04870
C  -1.43588  0.85793  -2.23581
N  0.93850  -0.98242  -0.14889
N  0.20709  -0.60000  -1.07155
F  0.44837  -1.24726  -2.55287
H  -0.47098  0.69808  2.30856
H  -1.81994  1.51119  0.44099
H  1.35692  -0.88352  3.00557
H  2.27509  -1.89423  1.95304
H  2.80738  -0.25247  2.19374
H  -1.05833  1.81071  -2.66287
H  -1.35739  0.13145  -3.03686
H  -2.43630  1.07861  -1.84473

Values from the calculation:
Max |F| (eV Å⁻¹): 4.04
Electronic energy (Ha): -442.39863
Kohn-Sham gap (eV): 9.9
LUMO level (Ha): -0.2088
Net charge: +1